[1]
Molecular formula: C5H32O11S2
Method: DFT, ωB97M-V/def2-TZVPD

Computed properties:
frontier orbital gap	9.32	eV
ΔE to the lowest compared entry with this formula, charge and spin	41.8	kcal per mole
net charge	0
largest force on an atom	1.97	eV/Å

Last column: Löwdin charge in e.
CARTESIAN COORDINATES (ANGSTROEM)
C  -3.497  -1.253  -1.751  -0.15
C  -2.659  -0.716  -2.904  -0.55
S  -1.971  0.960  -2.579  0.49
S  -0.116  0.869  -1.886  0.46
C  -0.027  0.797  -0.071  -0.52
C  -0.949  -0.188  0.618  -0.25
C  -0.579  -1.656  0.527  -0.30
O  -1.524  -2.508  1.115  -0.03
H  -2.905  -1.223  -0.848  0.02
H  -3.748  -2.306  -1.864  0.08
H  -4.374  -0.625  -1.617  0.08
H  -1.983  -1.458  -3.290  0.06
H  -3.287  -0.440  -3.726  0.04
H  -0.313  1.776  0.317  0.06
H  1.024  0.681  0.109  0.05
H  -1.971  -0.009  0.322  0.09
H  -0.698  0.039  1.657  0.09
H  -0.510  -1.918  -0.535  0.10
H  0.452  -1.796  0.871  0.09
H  -1.755  -2.118  1.970  0.07
O  4.990  -2.212  -0.643  -0.07
H  4.526  -1.783  0.077  0.01
H  4.391  -2.840  -1.050  0.00
O  -0.201  4.437  -0.245  -0.06
H  -0.349  3.888  -1.030  0.02
H  -1.108  4.715  -0.093  0.04
O  2.567  2.248  2.142  -0.05
H  1.878  2.828  1.819  0.02
H  3.427  2.398  1.745  0.03
O  3.481  2.323  -0.796  -0.05
H  3.222  1.519  -0.340  0.01
H  3.550  2.195  -1.741  0.04
O  -3.586  1.165  2.764  -0.05
H  -2.855  0.578  2.540  0.00
H  -3.190  1.826  3.342  0.03
O  -0.256  2.458  3.773  -0.04
H  0.430  3.006  3.387  0.02
H  0.019  2.269  4.676  0.05
O  2.192  -2.637  -1.025  -0.07
H  1.719  -3.139  -1.722  0.02
H  1.578  -1.892  -0.982  0.00
O  -0.899  -0.825  3.740  -0.04
H  0.023  -1.075  3.872  0.05
H  -1.020  0.118  3.872  0.01
O  2.258  -2.188  2.919  -0.05
H  2.687  -3.048  2.930  0.04
H  1.812  -2.327  2.068  0.01
O  0.689  -2.990  -3.245  -0.03
H  0.868  -2.150  -3.643  0.04
H  0.109  -3.484  -3.830  0.06

[2]
Molecular formula: C13H9Br2CuN4O7S
Method: DFT, ωB97M-V/def2-TZVPD

Computed properties:
frontier orbital gap (alpha / beta)	7.25 / 5.64	eV
ΔE to the lowest compared entry with this formula, charge and spin	0.0	kcal per mole
net charge	-1
largest force on an atom	0.32	eV/Å
expectation value of S²	0.754
multiplicity	2

Last column: Löwdin charge in e.
CARTESIAN COORDINATES (ANGSTROEM)
Cu  -1.146  -0.851  0.106  0.09
Br  -2.944  0.610  0.156  0.75
C  -4.611  -0.404  0.185  -1.01
Br  -4.321  -2.279  0.207  0.68
H  -5.153  -0.121  -0.707  0.00
H  -5.128  -0.103  1.087  0.00
O  2.865  -0.853  0.053  0.02
C  1.693  -1.204  0.064  -0.58
O  0.705  -0.376  0.121  -0.20
C  1.406  -2.711  0.012  -0.02
C  2.538  -3.507  -0.030  0.05
C  2.474  -4.890  -0.097  -0.16
C  1.252  -5.550  -0.126  0.06
C  0.138  -4.770  -0.066  -0.09
C  0.114  -3.342  -0.007  -0.28
O  -1.036  -2.785  -0.001  -0.14
N  -1.174  -5.440  -0.080  -0.36
O  -1.525  -5.974  -1.118  0.07
O  -1.835  -5.421  0.938  0.08
N  3.691  -5.677  -0.141  -0.37
O  3.587  -6.897  -0.190  0.03
O  4.763  -5.096  -0.129  0.05
H  3.495  -3.007  -0.015  0.12
H  1.197  -6.626  -0.192  0.13
C  -1.720  7.117  -0.020  -0.04
C  -0.532  6.204  -0.008  -0.34
C  0.772  6.679  -0.009  -0.04
C  1.784  5.734  0.003  -0.14
N  1.552  4.428  0.009  0.06
C  0.265  4.079  0.019  -0.80
S  -0.096  2.364  0.043  0.83
N  -0.787  4.896  0.015  0.09
H  -1.424  8.163  -0.076  0.07
H  -2.312  6.961  0.882  0.08
H  -2.359  6.878  -0.871  0.08
H  0.988  7.738  -0.020  0.10
H  2.827  6.035  0.004  0.11

[3]
Molecular formula: C36H45F4N2O
Method: DFT, ωB97M-V/def2-TZVPD

Computed properties:
frontier orbital gap	8.06	eV
ΔE to the lowest compared entry with this formula, charge and spin	0.0	kcal per mole
net charge	+1
largest force on an atom	0.87	eV/Å

Last column: Löwdin charge in e.
CARTESIAN COORDINATES (ANGSTROEM)
C  -6.654  -1.136  -1.361  0.00
C  -6.369  -1.445  0.086  -0.48
O  -6.889  -0.827  0.990  0.10
N  -5.441  -2.532  0.323  -0.14
C  -6.211  -3.632  0.949  -0.06
C  -4.335  -2.099  1.208  -0.18
C  -2.977  -2.083  0.501  -0.17
C  -2.922  -1.300  -0.822  -0.17
C  -2.370  0.107  -0.552  -0.17
C  -2.053  0.988  -1.779  -0.31
C  -1.276  0.246  -2.862  -0.14
C  -0.866  1.159  -4.034  -0.14
C  -0.963  2.654  -3.742  -0.12
N  -0.595  3.011  -2.335  0.08
C  -1.198  2.132  -1.246  -0.07
H  -6.361  -1.965  -2.005  0.08
H  -6.085  -0.250  -1.657  0.08
H  -7.712  -0.904  -1.482  0.09
H  -7.051  -3.897  0.302  0.09
H  -6.597  -3.338  1.931  0.09
H  -5.551  -4.495  1.046  0.09
H  -4.277  -2.789  2.055  0.12
H  -4.546  -1.116  1.641  0.12
H  -2.621  -3.108  0.366  0.11
H  -2.270  -1.612  1.194  0.10
H  -2.289  -1.843  -1.525  0.11
H  -3.924  -1.226  -1.252  0.09
H  -3.098  0.634  0.078  0.13
H  -1.450  0.000  0.035  0.10
H  -3.010  1.361  -2.166  0.15
H  -0.404  -0.216  -2.386  0.13
H  -1.895  -0.559  -3.256  0.12
H  0.131  0.897  -4.388  0.12
H  -1.554  0.977  -4.863  0.12
H  -1.955  3.057  -3.946  0.14
H  -0.265  3.198  -4.383  0.12
H  0.420  3.049  -2.229  0.17
H  -0.909  3.967  -2.175  0.18
H  -0.360  1.702  -0.691  0.12
H  -1.755  2.781  -0.569  0.14
F  0.818  0.476  1.097  0.00
C  0.879  -0.243  2.258  -0.29
C  -0.166  -0.134  3.150  -0.03
C  -0.125  -0.878  4.319  -0.07
C  0.965  -1.697  4.582  -0.07
C  2.008  -1.781  3.669  -0.06
C  1.970  -1.052  2.488  -0.01
H  -0.997  0.520  2.919  0.12
H  -0.944  -0.816  5.023  0.11
H  1.005  -2.275  5.495  0.10
H  2.855  -2.419  3.877  0.11
H  2.769  -1.108  1.761  0.12
F  5.112  5.329  3.158  0.06
C  4.802  4.218  2.467  -0.29
C  5.762  3.648  1.655  -0.01
C  5.434  2.502  0.945  -0.08
C  4.165  1.949  1.053  -0.10
C  3.218  2.541  1.878  -0.09
C  3.533  3.687  2.595  -0.01
H  6.743  4.097  1.587  0.12
H  6.176  2.039  0.308  0.11
H  3.915  1.055  0.496  0.09
H  2.230  2.116  1.959  0.08
H  2.816  4.163  3.250  0.12
F  2.624  -4.303  5.893  0.04
C  2.321  -5.407  5.173  -0.29
C  3.289  -5.950  4.354  -0.02
C  2.971  -7.081  3.616  -0.08
C  1.706  -7.645  3.706  -0.09
C  0.752  -7.076  4.539  -0.08
C  1.056  -5.945  5.284  -0.02
H  4.269  -5.495  4.303  0.12
H  3.719  -7.526  2.973  0.11
H  1.466  -8.529  3.132  0.10
H  -0.234  -7.515  4.613  0.11
H  0.332  -5.490  5.945  0.12
F  2.258  3.729  -3.785  0.01
C  2.690  4.479  -4.846  -0.28
C  3.405  5.628  -4.590  -0.02
C  3.836  6.383  -5.672  -0.07
C  3.546  5.981  -6.969  -0.08
C  2.824  4.818  -7.191  -0.07
C  2.388  4.050  -6.120  -0.03
H  3.621  5.919  -3.571  0.12
H  4.403  7.287  -5.498  0.11
H  3.886  6.574  -7.806  0.11
H  2.601  4.501  -8.201  0.11
H  1.837  3.130  -6.271  0.11